1.
Computed, not measured: C19H16FeO4 as an isolated structure at a distorted geometry, with ωB97M-V/def2-TZVPD.

Output
LUMO energy (spin up / spin down) ... 0.63 / -1.70 eV
Largest force on an atom ... 7.0 eV/A
HOMO-LUMO gap (spin up / spin down) ... 6.61 / 6.37 eV
HOMO level (spin up / spin down) ... -5.981 / -8.072 eV

Structure (ORCA input):
```
! wB97M-V def2-TZVPD RIJCOSX def2/J DEFGRID3
* xyz 0 5
C -0.7691 0.2271 -0.0149
O -2.4708 1.1577 1.4104
C 2.9805 -4.8943 -3.3508
H 4.8029 -4.6639 -2.2213
C 0.9112 -4.8062 -2.1136
Fe 0.6685 0.8897 1.5741
C -0.5759 -4.6350 -0.3401
O 2.3223 0.8626 3.9546
C 0.9641 -1.1378 1.0391
H 0.9435 -0.5595 -1.0358
H -1.3242 -0.1924 3.3370
C 1.6980 0.8183 2.9833
C -3.8307 0.6598 1.4528
H -0.2818 -2.4308 2.2495
C -1.4178 0.2501 1.2290
C -0.8126 -0.3253 2.3750
C 0.4092 -0.5109 -0.0831
H 3.6279 -4.4108 -0.0189
H -1.1390 0.8466 -0.8354
H -1.2776 -4.9510 -2.4563
C 1.5844 -4.9465 -3.3240
H 1.0076 -5.0953 -4.2322
H 1.0193 -4.3726 1.2284
C 0.1744 -1.4235 2.2632
H -3.9330 -0.1177 2.2396
C 0.0423 2.4624 2.0209
C 0.7421 -4.4965 0.1859
C 1.9330 1.6253 0.5946
C 1.6815 -4.6044 -0.8816
H 3.5087 -5.0046 -4.2969
H -4.1182 0.2554 0.4603
C 3.7159 -4.7017 -2.1710
C 3.0711 -4.5577 -0.9399
O 2.6937 2.1280 -0.1188
H 1.9238 -1.6740 0.9353
O -0.3172 3.5205 2.3416
C -0.4658 -4.8171 -1.7493
H 0.8296 -1.4529 3.1700
H -1.5030 -4.6152 0.2411
H -4.4156 1.5560 1.6961
*
```

2.
Computed, not measured: a 2-piece molecular cluster, C6H18N3 overall at a distorted geometry, with ωB97M-V/def2-TZVPD.

Output
LUMO energy ... -2.90 eV
Largest force on an atom ... 3.8 eV/A
HOMO-LUMO gap ... 10.84 eV
HOMO level ... -13.734 eV

Structure (ORCA input):
```
! wB97M-V def2-TZVPD RIJCOSX def2/J DEFGRID3
* xyz 1 1
H 1.8214 -1.6533 0.7986
H -2.9371 1.4129 -1.3455
H -1.4063 -2.5700 -0.2602
H 0.1101 -2.7129 -0.0258
H -3.2219 -0.1494 -0.5193
H -0.8943 0.8172 1.9592
H -1.0417 0.6200 -1.7974
C 1.0564 1.7905 0.5051
C -1.1858 -0.1002 1.4182
N -0.5608 -2.0691 -0.4533
H -0.4605 -2.1072 -1.4008
C 1.7482 -0.5843 0.9436
N -1.3073 0.5276 -0.8566
H 1.0297 -0.4967 -1.9418
H 1.1622 1.8899 1.5656
H 1.4109 1.1929 -1.9157
H 1.2617 -0.5203 1.9180
H 1.8490 2.2717 0.0716
H 2.6054 -0.0742 -1.2149
N -2.6947 0.7089 -0.5921
H 2.6577 -0.1561 0.9362
C -0.5490 0.0284 0.0992
H 0.1779 2.2957 0.2654
C 1.4952 0.2401 -1.4074
H -2.2274 0.0928 1.3272
H -0.8398 -1.0185 1.9031
C 0.9407 0.3238 0.0197
*
```

3.
Computed, not measured: a 3-piece molecular cluster, C14H32F3N5O3P overall at a distorted geometry, with ωB97M-V/def2-TZVPD.

Output
LUMO energy ... -3.79 eV
Largest force on an atom ... 2.6 eV/A
HOMO-LUMO gap ... 7.46 eV
HOMO level ... -11.257 eV

Structure (ORCA input):
```
! wB97M-V def2-TZVPD RIJCOSX def2/J DEFGRID3
* xyz 1 1
H 1.2710 1.3218 -0.8724
H 2.1196 1.5413 3.4099
C 2.3250 -1.0903 -2.1155
C 2.4375 3.5360 3.3588
H 1.3940 4.7289 4.8755
H -2.5396 -5.2446 -6.4299
H 2.4224 4.3182 2.5926
C 1.2532 3.8087 4.2954
H -1.8816 3.9289 2.3693
H -0.4839 -1.6446 1.1564
H 2.1151 0.0984 0.0729
N -0.4913 -2.7415 -5.4250
C 1.1786 0.3289 -0.4326
H -4.1250 -4.5371 -4.1426
H -1.2355 -2.1263 -5.1042
C 0.0503 0.3777 0.5460
H -1.4520 -4.3338 -7.4762
H -2.1906 -0.3388 2.6699
O 0.2850 0.0269 -2.6512
H -0.1319 2.4782 0.6273
H -4.4565 -3.0733 -3.1995
F 2.2901 -1.5336 -3.3620
H 1.9964 3.6142 6.7071
H 0.3564 -1.5166 -1.3285
N -1.5394 0.0732 2.0144
P -2.3825 2.6724 2.7728
H 4.0156 2.6992 4.6129
C -0.6333 -0.5829 1.2121
N -2.1537 2.4687 4.2997
C 0.9397 -0.6343 -1.5941
F 2.7915 -2.0707 -1.3270
C -1.0151 -4.1084 -5.3763
N 2.2805 2.2386 2.6859
O -2.4761 -3.4556 -3.4654
H -3.9125 -2.9184 -4.8700
O 0.9257 2.7359 5.1464
H -3.0254 2.3254 4.7979
H 1.1176 2.1190 7.0724
H -0.7698 -4.4948 -3.2839
C -1.9924 -4.3055 -6.5308
H 1.4097 2.2550 2.1639
H -2.0849 -5.4234 -3.9920
H 0.2348 -2.6309 -4.7207
C -1.5996 -4.4397 -3.9948
H -3.7466 2.5952 2.4199
H -0.1805 -4.7961 -5.5380
H 4.5880 3.6726 3.2741
H 0.3700 3.9648 3.6620
C 1.7166 2.6309 6.3207
C -3.8060 -3.5087 -3.9579
F 3.2021 -0.0811 -2.0809
H -2.7149 -3.4928 -6.6020
H -0.4730 -0.4879 -2.9423
N -0.4685 1.5869 0.9606
H 2.6131 2.0337 6.1420
H 3.8851 4.4606 4.6851
C 3.8053 3.5937 4.0280
C -1.4279 1.3775 1.8636
*
```

4.
Computed, not measured: C30H35Cl2CrN2O4Sb2 as an isolated structure, with ωB97M-V/def2-TZVPD.

Output
LUMO energy (spin up / spin down) ... -0.03 / -0.23 eV
Largest force on an atom ... 0.1 eV/A
HOMO-LUMO gap (spin up / spin down) ... 7.68 / 7.50 eV
HOMO level (spin up / spin down) ... -7.711 / -7.726 eV

Structure (ORCA input):
```
! wB97M-V def2-TZVPD RIJCOSX def2/J DEFGRID3
* xyz 0 4
C -4.0609 0.2734 1.8156
C 3.9078 -0.9356 -3.2891
H 1.8640 1.1526 0.1024
Sb -0.8063 0.4960 -1.5184
C 2.5832 1.7049 4.6312
H 5.1283 0.1853 -4.6429
H 4.7494 -1.4790 -2.8761
H 3.0043 0.8728 -1.2624
Cl -3.2949 3.9939 2.9637
H 0.9183 0.8977 -4.8187
H -2.9803 -0.4265 -2.8232
Cr -1.2142 0.0697 1.2928
C 1.6731 1.8834 5.6829
H 3.6068 1.2525 0.3581
H 2.8922 1.0504 2.6161
C 1.5349 -0.5437 -3.3623
C 2.4832 -2.1731 -1.6651
H 5.5730 -1.0672 0.9254
H 5.3633 -0.7348 -0.8033
N -3.1689 -0.3593 0.8536
H 3.1971 -2.9941 -1.7592
H -4.1613 -2.8979 -1.9415
H 3.1867 1.4102 -5.6134
H -2.0517 0.7873 5.0653
O 0.5256 0.3018 2.0371
O -2.7799 2.6968 -0.2364
C -2.6546 0.5837 -2.5786
C 2.6294 -1.2110 -2.7927
C 0.1137 -0.8238 -2.9738
C 1.7689 0.3924 -4.3730
H -3.3918 1.0965 -1.9685
Sb 2.9357 -1.3493 0.3224
H -0.5940 -5.2467 -1.8083
H -2.7955 -4.7488 -2.8458
C -0.6993 -3.6511 -0.4099
C -3.1753 -3.1014 -1.5373
C 2.8229 0.7338 -0.1961
H -2.8187 4.9293 0.8649
Cl -0.7218 4.9205 1.9157
H 1.0941 2.3664 -1.9866
H -0.3576 1.6396 6.2819
H 0.2507 -3.8692 0.0614
C -0.0711 0.9710 4.2633
C 5.0743 -1.3953 0.0133
C -3.4873 -0.1222 3.1792
H -0.2185 2.5334 -3.1746
C 3.0417 0.6791 -4.8290
C 2.1880 1.1790 3.4267
C -1.4182 -2.5346 0.0763
C 0.0154 2.3616 -2.1246
N -2.0446 0.1157 3.1426
H -4.0356 1.3542 1.6883
H 5.4023 -2.4113 -0.2091
C 0.3685 1.5139 5.4860
H -5.0903 -0.0772 1.7057
O -0.9063 -1.8236 1.0404
C -1.4542 0.6093 4.1682
O -1.4196 2.0395 1.4205
C 0.8475 0.7996 3.1943
H -4.6513 -1.5056 0.0373
H 3.6192 1.9907 4.7674
C 4.1240 -0.0028 -4.2857
H 1.4880 -2.6068 -1.6081
H -2.4923 1.1427 -3.5004
C -1.1826 -4.4130 -1.4448
H -0.0425 -1.8394 -2.6139
C -2.1575 2.8692 0.8036
C -2.6922 -2.2802 -0.5026
H 1.9951 2.3033 6.6253
H -3.9587 0.4410 3.9878
H -3.6648 -1.1894 3.3390
C -2.2926 4.2305 1.5027
C -3.5761 -1.3291 0.1261
H -0.4416 3.1440 -1.5229
H -0.5199 -0.6889 -3.8517
C -2.4258 -4.1369 -2.0350
*
```